No. 1
72
Properties=species:S:1:pos:R:3 method="wB97M-V/def2-TZVPD" homo_energy_ev=-19.14 e_lumo_ev=-14.83 de_lowest_kcal_mol=0.0 total_energy_ha=-4249.6139 spin_multiplicity=1 total_charge=+4
Ta 0.161 0.742 -1.768
C -4.085 1.438 0.010
C -3.295 2.631 -0.392
N -3.911 3.840 -0.226
C -3.325 4.955 -0.530
C -2.006 5.046 -1.067
C -1.532 6.426 -1.359
O -0.231 6.481 -1.872
C -1.320 3.820 -1.259
C -0.019 3.803 -1.786
N 0.634 2.656 -2.009
C 1.981 2.465 -2.423
C 3.061 3.111 -1.822
C 4.346 2.702 -2.126
C 4.572 1.586 -2.944
C 3.519 0.898 -3.508
C 2.208 1.346 -3.270
I 0.662 0.500 -4.464
C -2.029 2.621 -0.894
O -1.383 1.392 -1.076
H -5.075 1.503 -0.442
H -4.235 1.458 1.092
H -3.614 0.499 -0.271
H -3.891 5.868 -0.361
H -1.621 6.994 -0.419
H -2.264 6.876 -2.048
H 0.000 7.396 -2.085
H 0.464 4.747 -2.031
H 2.883 3.925 -1.129
H 5.190 3.235 -1.705
H 5.586 1.267 -3.151
H 3.706 0.060 -4.168
C -2.245 -3.521 -3.561
C -0.784 -3.175 -3.297
C -0.388 -3.196 -1.821
C -1.120 -2.128 -1.030
N -0.714 -2.008 0.360
C 0.371 -1.375 0.852
Se 1.651 -0.401 -0.165
N 0.487 -1.597 2.154
C 1.586 -1.158 3.045
C 2.694 -2.201 3.113
C 3.788 -1.798 4.105
C 3.317 -1.778 5.555
C -0.547 -2.440 2.545
C -0.856 -2.991 3.789
C -1.963 -3.808 3.827
C -2.737 -4.074 2.677
C -2.434 -3.533 1.448
C -1.315 -2.702 1.409
H -2.445 -3.568 -4.630
H -2.941 -2.792 -3.137
H -2.486 -4.501 -3.149
H -0.552 -2.176 -3.708
H -0.137 -3.870 -3.832
H 0.691 -3.063 -1.699
H -0.635 -4.165 -1.380
H -2.202 -2.248 -1.052
H -0.977 -1.130 -1.544
H 1.132 -0.974 4.017
H 1.950 -0.198 2.674
H 3.118 -2.337 2.112
H 2.266 -3.162 3.410
H 4.194 -0.822 3.823
H 4.606 -2.511 3.999
H 2.563 -1.011 5.745
H 4.150 -1.569 6.223
H 2.908 -2.748 5.846
H -0.261 -2.800 4.671
H -2.250 -4.268 4.763
H -3.591 -4.732 2.770
H -3.029 -3.759 0.573


No. 2
86
Properties=species:S:1:pos:R:3 method="wB97M-V/def2-TZVPD" homo_energy_ev=-5.20 e_lumo_ev=0.97 total_energy_ha=-3516.3452 spin_multiplicity=1 total_charge=-1
C -2.273 -1.354 -3.246
C -3.476 -0.782 -2.348
O -4.803 -1.138 -2.880
C -3.330 0.812 -2.098
O -2.924 1.066 -0.738
C -1.679 1.788 -0.655
O -0.733 0.880 -1.277
C 0.010 1.492 -2.355
C 1.125 0.444 -2.876
C 1.758 1.101 -4.222
O 2.094 0.274 -1.810
O -1.880 3.085 -1.256
B -1.283 4.208 -0.467
C -0.216 5.094 -1.351
C 1.136 5.494 -0.573
C 2.458 4.749 -1.145
S 3.793 4.506 0.137
C 3.842 2.692 0.466
S 2.651 2.050 1.471
N 4.851 1.750 -0.046
C 5.516 0.819 0.855
C 6.524 -0.091 0.090
N 6.350 0.444 -1.262
C 5.385 1.509 -1.374
O -0.595 3.436 0.610
C -1.050 2.064 0.825
C -2.027 2.242 2.087
F -1.600 3.440 2.771
F -3.392 2.452 1.772
C -1.916 1.081 3.208
F -2.923 1.431 4.189
F -0.686 1.145 3.948
C -2.298 -0.386 2.717
F -3.532 -0.410 1.974
F -2.561 -1.163 3.901
C -1.204 -1.186 1.863
F 0.121 -0.751 1.979
F -1.621 -1.294 0.501
F -1.205 -2.555 2.340
H -2.523 -2.447 -3.536
H -2.104 -0.790 -4.226
H -1.321 -1.425 -2.600
H -3.413 -1.281 -1.322
H -4.621 -1.994 -3.344
H -4.404 1.231 -2.216
H -2.705 1.328 -2.897
H 0.561 2.406 -1.933
H -0.619 1.861 -3.233
H 0.660 -0.575 -3.115
H 1.626 0.352 -5.075
H 1.153 2.031 -4.493
H 2.840 1.438 -4.066
H 2.789 0.964 -1.942
H -2.060 4.993 0.018
H -0.739 6.082 -1.656
H 0.097 4.524 -2.313
H 1.084 5.394 0.564
H 1.315 6.620 -0.781
H 2.240 3.715 -1.586
H 2.827 5.404 -2.022
H 5.339 0.752 1.978
H 7.187 -0.923 0.476
H 5.083 2.063 -2.320
H -0.048 1.531 0.932
N 4.873 -2.956 0.342
C 3.684 -2.686 0.905
C 3.070 -3.504 1.840
C 3.717 -4.673 2.215
C 4.946 -4.977 1.647
C 5.478 -4.091 0.723
H 3.216 -1.763 0.578
H 2.110 -3.235 2.264
H 3.268 -5.340 2.943
H 5.479 -5.881 1.915
H 6.438 -4.283 0.254
N -4.039 -5.396 1.670
C -3.905 -4.070 1.843
C -4.698 -3.320 2.692
C -5.696 -3.967 3.404
C -5.861 -5.336 3.243
C -5.012 -6.000 2.372
H -3.115 -3.605 1.263
H -4.539 -2.255 2.792
H -6.339 -3.412 4.078
H -6.631 -5.875 3.782
H -5.098 -7.070 2.215


No. 3
74
Properties=species:S:1:pos:R:3 method="wB97M-V/def2-TZVPD" homo_energy_ev="-4.43 / -4.42" e_lumo_ev="-1.33 / -1.33" total_energy_ha=-2217.2098 spin_multiplicity=1
Ba -1.153 -1.500 1.424
C 2.041 -2.602 3.510
C 2.760 -1.792 2.710
C 3.516 -2.338 1.540
C 2.689 -3.258 0.611
C 1.230 -2.926 0.548
C 0.340 -3.543 1.393
C 0.856 -4.557 2.356
C 1.959 -4.063 3.349
C -3.265 1.161 -1.672
H 1.587 -2.246 4.431
H 2.992 -0.753 2.974
H 4.374 -2.903 1.930
H 3.959 -1.537 0.934
H 3.118 -3.233 -0.408
H 2.846 -4.279 0.977
H 0.935 -2.363 -0.343
H -0.746 -3.693 1.162
H 1.235 -5.408 1.782
H 0.015 -4.963 2.933
H 1.726 -4.504 4.327
H 2.925 -4.467 3.025
H -3.603 0.952 -0.653
H -4.112 0.778 -2.282
H -3.368 2.278 -1.624
P -1.542 0.453 -2.032
P 0.341 2.556 0.171
N -2.058 -1.313 -1.834
N -1.226 0.497 -3.759
N 0.265 1.594 1.679
N 1.531 3.710 0.726
C 0.215 0.180 -1.358
C 1.152 1.340 -0.949
C -3.296 -1.667 -1.280
C -3.399 -3.044 -1.247
C -2.189 -3.571 -1.762
C -1.368 -2.513 -2.096
C -2.269 0.630 -4.688
C -1.743 0.802 -5.950
C -0.312 0.727 -5.843
C -0.014 0.529 -4.500
C -0.601 1.986 2.696
C -0.690 0.947 3.606
C 0.314 0.016 3.265
C 0.875 0.432 2.081
C 2.739 3.647 1.434
C 3.283 4.920 1.537
C 2.364 5.838 0.905
C 1.286 5.085 0.452
H 0.714 -0.398 -2.142
H 0.238 -0.536 -0.525
H 2.052 0.906 -0.478
H 1.472 1.922 -1.830
H -4.076 -0.947 -1.149
H -4.311 -3.560 -0.986
H -1.997 -4.631 -1.880
H -0.393 -2.515 -2.570
H -3.294 0.585 -4.336
H -2.313 0.992 -6.857
H 0.392 0.827 -6.660
H 0.940 0.370 -4.034
H -1.075 2.931 2.624
H -1.329 0.914 4.469
H 0.656 -0.771 3.921
H 1.509 -0.096 1.358
H 3.114 2.706 1.798
H 4.230 5.206 1.982
H 2.487 6.910 0.780
H 0.369 5.379 -0.041
N -3.288 2.741 1.657
C -3.167 3.480 0.727
N -3.062 4.264 -0.271
C -3.831 5.227 -0.680
N -4.546 6.072 -1.065


No. 4
103
Properties=species:S:1:pos:R:3 method="wB97M-V/def2-TZVPD" homo_energy_ev=-10.56 e_lumo_ev=-0.33 de_lowest_kcal_mol=0.0 total_energy_ha=-7312.5540 spin_multiplicity=1 smiles="O=C1OC[C@@H](F)O1.O=C1OC[C@@H](F)O1.O=C1OC[C@@H](F)O1.O=C1OC[C@@H](F)O1.O=C1OC[C@@H](F)O1.O=C1OC[C@@H](F)O1.O=C1OC[C@@H](F)O1.C[C@H]1COC(=O)O1.ClCCl.ClCCl.ClCCl.ClCCl"
O 6.637 -4.004 -5.160
C 6.289 -3.638 -4.094
O 6.232 -2.364 -3.666
C 5.838 -2.343 -2.300
C 5.332 -3.770 -2.062
F 3.948 -3.720 -2.159
O 5.906 -4.493 -3.083
H 6.628 -2.018 -1.622
H 5.024 -1.631 -2.177
H 5.570 -4.162 -1.079
O -6.482 -1.276 3.074
C -5.721 -1.610 2.238
O -5.886 -1.440 0.904
C -4.957 -2.306 0.242
C -3.851 -2.400 1.273
F -3.013 -1.316 1.123
O -4.527 -2.244 2.478
H -5.439 -3.279 0.120
H -4.646 -1.886 -0.709
H -3.246 -3.300 1.249
O 2.548 -4.140 -5.513
C 2.410 -3.185 -4.833
O 3.270 -2.129 -4.784
C 2.601 -1.044 -4.159
C 1.559 -1.747 -3.298
F 0.359 -1.117 -3.242
O 1.383 -2.983 -3.973
H 3.294 -0.464 -3.554
H 2.144 -0.394 -4.912
H 1.927 -1.942 -2.292
O 1.662 -3.119 -0.142
C 0.998 -3.630 0.692
O 0.665 -3.066 1.865
C -0.104 -3.997 2.639
C -0.527 -5.012 1.593
F -1.756 -4.672 1.056
O 0.425 -4.871 0.592
H 0.606 -4.463 3.326
H -0.910 -3.498 3.163
H -0.589 -6.036 1.946
O -3.248 2.573 -4.955
C -2.141 2.598 -4.542
O -1.392 3.691 -4.325
C -0.088 3.304 -3.934
C -0.263 1.841 -3.541
F -0.468 1.728 -2.192
O -1.437 1.471 -4.196
H 0.616 3.400 -4.761
H 0.241 3.901 -3.088
H 0.528 1.157 -3.829
O -3.461 4.897 4.116
C -2.283 4.965 4.163
O -1.574 5.456 5.193
C -0.187 5.477 4.859
C -0.119 4.814 3.493
F 0.555 3.621 3.564
O -1.449 4.586 3.149
H 0.136 6.521 4.834
H 0.422 4.995 5.621
H 0.344 5.402 2.702
O -6.225 1.143 -0.917
C -5.083 1.151 -1.217
O -4.190 2.085 -0.835
C -2.956 1.879 -1.514
C -3.212 0.638 -2.390
F -2.318 -0.359 -2.085
O -4.472 0.200 -1.987
H -2.681 2.750 -2.106
H -2.168 1.651 -0.799
H -3.122 0.846 -3.455
C -0.695 -0.065 0.592
C 0.595 0.718 0.476
C 1.579 0.628 1.657
O 2.794 0.156 1.110
C 2.638 -0.051 -0.211
O 3.521 -0.406 -0.936
O 1.371 0.100 -0.581
H -1.001 -0.455 -0.376
H -1.462 0.586 1.011
H -0.607 -0.913 1.274
H 0.375 1.765 0.271
H 1.140 -0.040 2.397
H 1.696 1.585 2.166
Cl -5.404 2.137 4.113
C -4.619 2.378 2.556
Cl -3.039 1.549 2.477
H -5.241 1.939 1.787
H -4.444 3.439 2.445
Cl 2.113 3.964 0.186
C 2.936 4.883 -1.119
Cl 2.774 6.611 -0.888
H 3.971 4.576 -1.057
H 2.486 4.600 -2.060
Cl -1.736 -1.206 4.524
C -0.931 -0.038 5.613
Cl 0.498 0.610 4.804
H -1.628 0.776 5.764
H -0.675 -0.570 6.519
Cl 3.607 -2.258 3.482
C 4.258 -2.484 1.845
Cl 4.501 -4.179 1.443
H 3.545 -2.087 1.135
H 5.180 -1.919 1.794